Density functional theory data (ωB97M-V/def2-TZVPD) for C28H22Cl5IrN5O3 as an isolated structure.

Positions of all 64 atoms, in Å:
Ir: -0.5955 -0.2034 0.2334
C: -1.9823 1.1035 -3.6202
C: -1.7829 0.6065 -2.2388
N: -0.6691 -0.0187 -1.8235
N: 0.2282 -0.2474 -2.7285
C: 1.2415 -1.1994 -2.4025
O: 0.9410 -2.2124 -1.8083
C: 2.5648 -0.8774 -2.9452
C: 3.6162 -1.7544 -2.6662
C: 4.8876 -1.4706 -3.1249
C: 5.1148 -0.3122 -3.8620
C: 4.0732 0.5617 -4.1429
C: 2.7957 0.2818 -3.6891
C: -2.8336 0.6913 -1.2414
C: -4.1063 1.1752 -1.5135
C: -5.0864 1.0961 -0.5373
C: -4.7794 0.5219 0.6857
C: -3.4871 0.0806 0.9122
N: -2.5400 0.1804 -0.0189
H: -1.1349 0.8619 -4.2497
H: -2.1136 2.1893 -3.5954
H: -2.8846 0.6734 -4.0585
H: 3.4173 -2.6531 -2.0977
H: 5.7035 -2.1490 -2.9173
H: 6.1104 -0.0944 -4.2253
H: 4.2565 1.4542 -4.7252
H: 1.9793 0.9509 -3.9243
H: -4.3249 1.5992 -2.4823
H: -6.0820 1.4694 -0.7348
H: -5.5208 0.4222 1.4652
H: -3.1920 -0.3528 1.8573
C: -2.3005 -4.2616 0.3341
C: -1.3600 -3.1916 0.7843
O: -1.1773 -2.2044 0.0424
N: -0.7505 -3.3335 1.9604
C: 0.3326 -2.4671 2.4077
C: -0.1432 -1.2043 3.0859
C: -0.1053 -1.1022 4.4651
C: -0.5462 0.0536 5.0900
C: -1.0214 1.0903 4.3056
C: -1.0333 0.9346 2.9350
N: -0.6034 -0.1872 2.3273
H: -2.1260 -4.4497 -0.7234
H: -3.3252 -3.9038 0.4449
H: -2.1831 -5.1852 0.8957
H: -0.9530 -4.1624 2.4964
H: 0.9633 -2.2425 1.5510
H: 0.9380 -3.0354 3.1097
H: 0.2789 -1.9301 5.0451
H: -0.5142 0.1416 6.1676
H: -1.3721 2.0165 4.7378
H: -1.3782 1.7251 2.2818
Cl: 4.7348 4.1356 1.8968
C: 3.2515 3.4394 1.4233
C: 3.1777 2.0745 1.1557
Cl: 4.5523 1.0627 1.2776
C: 1.9581 1.5358 0.7797
Cl: 1.8366 -0.1691 0.3882
C: 0.7992 2.2904 0.6346
O: -0.3566 1.7707 0.2523
C: 0.8876 3.6625 0.9216
Cl: -0.5463 4.5935 0.7905
C: 2.0957 4.2298 1.3065
Cl: 2.1751 5.8992 1.6485

Properties
M in g mol⁻¹: 846.0
Kohn-Sham gap (spin up / spin down) in eV: 6.64 / 5.12
Charge: +2
Multiplicity: 2
HOMO level (spin up / spin down) in eV: -13.24 / -13.24

Löwdin atomic charge list, values in e, 2 entries:
1 Ir 1.31
2 C 0.02

Density functional theory data (ωB97M-V/def2-TZVPD) for a 2-piece molecular cluster, C10H16 overall.

Positions of all 26 atoms, in Å:
C: 0.3827 -2.8133 0.0229
C: 1.0615 -0.8042 1.1972
C: 1.0323 -1.4416 -0.0021
C: 1.5764 0.5537 1.3102
C: 1.8562 -0.9916 -1.0875
C: 2.2998 1.0206 0.1975
C: 2.4817 0.2532 -1.0050
H: 0.6661 -1.2738 2.1401
H: 1.3854 1.2240 2.0952
H: -0.6366 -2.7265 0.3990
H: 0.8613 -3.4871 0.7166
H: 2.0945 -1.5689 -1.9470
H: 2.5391 2.2373 0.2385
H: 2.8854 0.6611 -1.8272
H: 0.3920 -3.4532 -0.8175
C: -1.6422 0.7669 0.2192
C: -3.1149 0.6779 -0.4010
C: -0.9480 1.9708 -0.2422
H: -1.1174 -0.1615 -0.0541
H: -1.4704 0.6837 1.4031
H: -3.3563 -0.3514 -0.7850
H: -3.7466 0.8347 0.5584
H: -1.5566 2.8399 0.1105
H: -0.6700 2.0499 -1.2818
H: -3.2742 1.3008 -1.2570
H: 0.0189 1.9986 0.0989

Properties
M in g mol⁻¹: 136.2
Kohn-Sham gap in eV: 9.91
HOMO level in eV: -8.98
SMILES string: Cc1ccccc1.CCC

Löwdin atomic charge list, values in e, 2 entries:
1 C -0.06
2 C -0.08

Density functional theory data (ωB97M-V/def2-TZVPD) for a 3-piece molecular cluster, C22H21BrN4O7 overall.

Positions of all 55 atoms, in Å:
O: -0.9821 -3.0640 3.0930
C: -1.2512 -1.7538 2.9651
C: -0.1712 -0.6116 2.4974
C: 0.6844 -0.9745 1.1474
O: 1.5871 -2.0884 1.4624
C: 1.2561 -3.3186 0.7347
O: 2.2803 -4.1918 0.5321
N: -0.1023 -3.7519 0.2353
Br: -0.1805 -3.9267 -1.6279
N: -2.6445 -1.2902 3.3292
C: -3.6516 -1.5219 2.2243
C: -3.9036 -0.5156 0.9300
C: -5.0866 -0.8694 -0.1969
C: -6.0531 -2.2069 -0.0497
C: -5.8037 -3.2360 1.2285
C: -4.6163 -2.8822 2.3473
H: -0.7014 0.4396 2.3904
H: 0.5927 -0.4875 3.4030
H: 0.0151 -1.1185 0.2000
H: 1.3858 -0.0376 0.9091
H: -0.4419 -4.6027 0.7349
H: -2.6586 -0.2397 3.4906
H: -3.2595 0.4672 0.7864
H: -5.3048 -0.1514 -1.1221
H: -6.9197 -2.4824 -0.8036
H: -6.4638 -4.2032 1.4050
H: -4.4529 -3.6019 3.2858
C: -2.4050 2.0586 -4.7311
C: -1.8163 0.8759 -4.2809
C: -1.0891 0.8658 -3.0891
C: -0.9611 2.0501 -2.3503
C: -1.5447 3.2406 -2.8039
C: -2.2672 3.2390 -3.9988
N: -0.2194 2.0402 -1.0837
O: 0.2982 0.9716 -0.7260
O: -0.1568 3.0991 -0.4429
H: -2.9759 2.0604 -5.6581
H: -1.9269 -0.0396 -4.8580
H: -0.6363 -0.0641 -2.7518
H: -1.4491 4.1680 -2.2431
H: -2.7265 4.1574 -4.3577
C: 3.6071 1.5835 0.9056
C: 4.2834 0.4581 0.4321
C: 5.6537 0.5230 0.1722
C: 6.3408 1.7242 0.3954
C: 5.6628 2.8577 0.8634
C: 4.2918 2.7814 1.1170
N: 7.7861 1.7916 0.1484
O: 8.3463 0.7730 -0.2833
O: 8.3639 2.8612 0.3894
H: 2.5397 1.5265 1.1121
H: 3.7425 -0.4715 0.2684
H: 6.1663 -0.3628 -0.1964
H: 6.1827 3.7977 1.0363
H: 3.7571 3.6550 1.4833

Properties
M in g mol⁻¹: 533.3
Kohn-Sham gap in eV: 7.38
HOMO level in eV: -8.78
SMILES string: O=C(CCOC(=O)NBr)Nc1ccccc1.O=[N+]([O-])c1ccccc1.O=[N+]([O-])c1ccccc1

Löwdin atomic charge list, values in e, 2 entries:
1 O -0.03
2 C -0.25

Density functional theory data (ωB97M-V/def2-TZVPD) for a 2-piece molecular cluster, C9H16F3N4O2PSSi overall.

Positions of all 37 atoms, in Å:
C: 4.3504 -1.1963 4.4999
Si: 4.1769 -0.9402 2.6552
C: 5.2389 -2.1544 1.7091
C: 4.6936 0.8040 2.1646
C: 2.3431 -1.0860 2.1231
N: 2.0655 -0.8645 0.8381
N: 0.8055 -0.9146 0.4635
C: -0.0766 -1.1756 1.4056
P: -1.8296 -1.0696 0.9182
S: -2.6190 0.6962 1.0975
N: 0.1682 -1.4290 2.6729
N: 1.4311 -1.3834 3.0486
H: 3.7536 -2.0308 4.8543
H: 5.3994 -1.3746 4.7100
H: 4.0150 -0.3076 5.0251
H: 5.0813 -2.1008 0.6365
H: 5.1259 -3.1815 2.0415
H: 6.2740 -1.8770 1.9019
H: 4.6287 0.8851 1.0847
H: 5.7229 0.9397 2.4813
H: 4.0516 1.5319 2.6478
H: -2.4748 -2.0527 1.6802
H: -1.8184 -1.5206 -0.4085
C: -5.1916 0.6420 -1.9514
C: -4.1903 1.7525 -2.1803
O: -3.5936 1.6684 -3.4942
C: -4.3305 2.1012 -4.5060
O: -5.4241 2.5856 -4.4539
C: -3.5451 1.9307 -5.8204
F: -3.0395 0.6875 -5.9206
F: -2.5240 2.8087 -5.8586
F: -4.3407 2.1549 -6.8703
H: -4.7213 -0.3297 -2.1097
H: -5.5647 0.6871 -0.9294
H: -6.0376 0.7203 -2.6326
H: -3.3654 1.6573 -1.4798
H: -4.6385 2.7359 -2.0437

Properties
M in g mol⁻¹: 360.4
Kohn-Sham gap in eV: 8.04
HOMO level in eV: -9.36
SMILES string: C[Si](C)(C)c1nnc([PH2]=S)nn1.CCOC(=O)C(F)(F)F

Löwdin atomic charge list, values in e, 2 entries:
1 C -0.18
2 Si 0.55

Density functional theory data (ωB97M-V/def2-TZVPD) for a 4-piece molecular cluster, C2H11NO4 overall.

Positions of all 18 atoms, in Å:
C: -0.3067 1.3831 1.4441
N: -0.2232 0.0533 1.3354
C: -0.9694 -0.7837 2.2869
O: 0.4739 2.1821 0.9441
H: -1.3250 1.7150 1.7661
H: 0.3844 -0.2062 0.5670
H: -1.6559 -1.4985 1.7962
H: -0.2886 -1.0337 3.1032
H: -1.6935 -0.0936 2.7531
H: 1.3750 -0.1618 -2.5872
H: 0.7325 0.0435 -3.9795
O: 0.7848 -0.5576 -3.2338
H: 1.3745 1.3785 -0.9732
H: 2.6708 1.3460 -0.1198
O: 2.2166 0.9303 -0.8513
H: -0.8266 -1.0530 -1.8219
H: -1.3913 -2.2791 -1.3661
O: -1.3323 -1.3646 -1.0632

Properties
M in g mol⁻¹: 113.1
Kohn-Sham gap in eV: 10.44
HOMO level in eV: -9.71
SMILES string: CNC=O.O.O.O

Löwdin atomic charge list, values in e, 2 entries:
1 C -0.38
2 N -0.03

Density functional theory data (ωB97M-V/def2-TZVPD) for a 2-piece molecular cluster, C5H14 overall.

Positions of all 19 atoms, in Å:
C: 0.6980 -0.2750 -1.3517
C: 0.5557 -0.2897 -2.8064
C: 2.1278 -0.0956 -0.9028
H: 0.1420 0.4595 -0.9324
H: 0.2973 -1.2043 -0.9916
H: 1.2219 -0.9643 -3.2413
H: 0.7418 0.7365 -3.0850
H: 2.7109 -0.8611 -1.4178
H: 2.4981 0.9009 -1.1338
H: -0.4151 -0.6384 -3.1475
H: 2.2289 -0.2379 0.2405
C: -1.3134 0.6934 1.7659
C: -1.8496 -0.1174 2.9384
H: -2.0959 0.9823 1.0965
H: -0.8584 1.5820 2.1312
H: -0.5667 0.1530 1.1686
H: -1.1134 -0.3204 3.7237
H: -2.3485 -1.0383 2.6183
H: -2.6614 0.5350 3.3271

Properties
M in g mol⁻¹: 74.2
Kohn-Sham gap in eV: 12.43
HOMO level in eV: -11.34
SMILES string: CCC.CC

Löwdin atomic charge list, values in e, 2 entries:
1 C -0.38
2 C -0.13

Density functional theory data (ωB97M-V/def2-TZVPD) for a 11-piece molecular cluster, C36H51F21O30S4 overall.

Positions of all 142 atoms, in Å:
C: 1.8666 16.5687 -8.0676
C: 3.3048 16.9643 -8.4851
O: 3.2832 17.0781 -9.9521
C: 4.3780 17.4208 -10.7318
O: 5.5154 17.6880 -10.3304
C: 4.0048 17.4977 -12.2593
F: 2.7212 17.2216 -12.5091
F: 4.2431 18.7517 -12.6680
F: 4.8272 16.6721 -12.9177
H: 1.5859 15.7335 -8.7094
H: 1.0691 17.2838 -8.2693
H: 2.0028 16.3722 -7.0042
H: 3.9493 16.1018 -8.3156
H: 3.6188 17.9223 -8.0707
C: 1.3757 9.9948 -6.0458
C: 1.6763 9.7639 -4.5541
O: 1.3492 8.4840 -4.2109
C: 1.2520 8.1091 -2.8687
O: 1.4624 8.8450 -1.9569
C: 0.7558 6.5936 -2.6491
F: -0.1957 6.4841 -1.7469
F: 0.4540 6.0425 -3.7305
F: 1.8314 5.9234 -2.1117
H: 0.3397 9.7226 -6.2472
H: 1.8792 9.3591 -6.7741
H: 1.6858 10.9700 -6.4212
H: 1.0770 10.5261 -4.0561
H: 2.7419 9.9169 -4.3830
C: 3.1243 13.5287 -9.9723
C: 2.7306 12.7153 -8.7005
O: 1.7947 11.7037 -9.0253
C: 0.5032 12.0025 -9.0916
O: -0.0305 13.0461 -8.6661
C: -0.3774 10.8234 -9.4575
F: -1.1707 11.1959 -10.4920
F: 0.2184 9.6800 -9.6767
F: -1.1717 10.5762 -8.4436
H: 4.0117 14.1142 -9.7321
H: 2.4248 14.2911 -10.3152
H: 3.3857 12.8387 -10.7746
H: 2.4108 13.4336 -7.9456
H: 3.6564 12.2393 -8.3774
C: -1.5397 12.0265 5.1533
C: -1.1324 10.8595 4.1368
O: -0.0217 11.1898 3.3326
C: -0.1097 11.5643 2.0319
O: -1.1425 11.7658 1.3349
C: 1.2451 11.5124 1.3314
F: 2.2164 11.0716 2.2009
F: 1.1996 10.6105 0.4335
F: 1.5913 12.6908 0.7636
H: -2.4108 11.7218 5.7333
H: -2.0747 12.8571 4.6928
H: -0.7907 12.3269 5.8860
H: -1.9970 10.7548 3.4813
H: -0.9546 9.9315 4.6803
C: 7.2242 11.5836 -3.1682
C: 7.7995 12.0873 -4.4788
O: 8.3372 13.3277 -4.1445
C: 9.3834 13.8266 -4.8678
O: 9.7673 13.3146 -5.9085
C: 10.1047 15.0958 -4.2468
F: 11.4473 15.0075 -4.3864
F: 9.7053 16.1075 -4.8856
F: 9.8204 15.3690 -2.9603
H: 6.2484 12.0364 -2.9927
H: 7.8344 11.9503 -2.3428
H: 7.1368 10.4973 -3.1875
H: 6.9554 12.2316 -5.1531
H: 8.4677 11.3873 -4.9805
C: -1.5552 13.0255 -5.2206
C: -1.2953 14.2756 -6.0231
O: -1.6825 15.4122 -5.2967
C: -1.7411 16.6311 -5.8557
O: -1.5910 16.8293 -7.0318
C: -1.7907 17.7952 -4.8380
F: -1.7411 17.3803 -3.5845
F: -0.6982 18.5502 -5.0858
F: -2.9195 18.4927 -5.0630
H: -0.8362 13.1130 -4.4061
H: -1.1452 12.1136 -5.6548
H: -2.5857 12.9787 -4.8686
H: -1.7278 14.2644 -7.0236
H: -0.2086 14.3400 -6.0789
C: 5.1774 9.7902 -0.7012
C: 4.8986 8.2735 -1.1145
O: 5.9436 7.6231 -1.8535
C: 7.1664 7.5489 -1.2332
O: 7.4200 7.9470 -0.1019
C: 8.2188 7.0189 -2.2062
F: 8.8638 6.0653 -1.5847
F: 7.6963 6.5110 -3.3484
F: 9.1523 7.9357 -2.4946
H: 6.1273 9.9943 -0.2071
H: 4.4681 10.1730 0.0326
H: 5.1804 10.5007 -1.5277
H: 4.0412 8.3151 -1.7862
H: 4.6068 7.7590 -0.1989
C: 2.9441 13.6221 -1.9075
C: 1.7658 12.7907 -2.2924
O: 1.6095 12.8274 -3.6834
S: 2.9102 13.5999 -4.4206
O: 2.4468 14.6574 -5.3177
O: 3.9523 12.6622 -4.8019
O: 3.3761 14.3329 -3.0148
H: 3.7329 12.9970 -1.4892
H: 2.7057 14.3220 -1.1066
H: 0.8165 13.1458 -1.8914
H: 1.8727 11.7338 -2.0484
C: 6.4065 15.3717 -0.6896
C: 5.3972 16.0506 0.2670
O: 4.6746 15.0141 0.8679
S: 5.6913 13.7642 1.2097
O: 5.0938 12.4102 1.1180
O: 6.3637 14.1171 2.4739
O: 6.7090 14.1162 -0.0973
H: 7.3944 15.8114 -0.8268
H: 5.9974 15.3147 -1.6983
H: 4.7678 16.8464 -0.1314
H: 6.0341 16.5687 0.9839
C: -4.1921 16.2482 -1.9103
C: -4.3644 14.7636 -2.2930
O: -4.0713 14.1701 -1.0213
S: -2.7024 14.8767 -0.3875
O: -1.4750 14.3941 -1.0219
O: -2.8805 14.8539 1.0924
O: -3.1197 16.3073 -0.9943
H: -5.0398 16.7552 -1.4495
H: -3.9525 16.7942 -2.8228
H: -3.6340 14.4327 -3.0314
H: -5.3594 14.5713 -2.6944
C: -0.7376 18.7657 0.3927
C: -0.1377 18.0736 1.6280
O: 1.0779 17.4828 1.2562
S: 1.1994 17.2802 -0.3649
O: 0.4862 16.0979 -0.8377
O: 2.5592 17.4065 -0.8402
O: 0.2904 18.6387 -0.5553
H: -0.8295 19.8190 0.6576
H: -1.6464 18.2629 0.0619
H: -0.8018 17.2841 1.9797
H: 0.0845 18.8162 2.3943

Properties
M in g mol⁻¹: 1491.0
Kohn-Sham gap (spin up / spin down) in eV: 9.03 / 2.32
Charge: +1
Multiplicity: 2
HOMO level (spin up / spin down) in eV: -12.75 / -12.75

Löwdin atomic charge list, values in e, 2 entries:
1 C -0.05
2 C -0.16

Density functional theory data (ωB97M-V/def2-TZVPD) for C36H64Ge2InN3O4S3 as an isolated structure.

Positions of all 113 atoms, in Å:
In: 0.3209 -0.7706 -0.0630
C: -2.2077 -2.3691 4.3194
S: -2.5681 -0.6944 3.8420
C: -2.0872 -0.6289 2.2094
S: -1.4037 -1.9610 1.3692
N: -2.4230 0.5626 1.7047
N: -2.1182 0.8575 0.4565
C: -3.0321 1.1936 -0.3708
C: -2.6999 1.6542 -1.7305
C: -3.4623 1.2025 -2.7836
C: -2.9941 1.3748 -4.0844
C: -1.7700 1.9900 -4.2775
C: -1.1127 2.5237 -3.1807
N: -1.5801 2.3897 -1.9282
H: -2.6189 -2.4800 5.3235
H: -1.1256 -2.5260 4.3308
H: -2.6968 -3.0635 3.6360
H: -4.0783 1.0263 -0.1253
H: -4.4008 0.6953 -2.5870
H: -3.5637 1.0010 -4.9275
H: -1.3447 2.1026 -5.2674
H: -0.2037 3.0978 -3.3020
C: 1.2556 -4.5974 0.7583
C: 2.1722 -3.4102 1.0261
C: 3.6271 -3.7958 0.8024
C: 2.0022 -2.9043 2.4484
O: 1.8491 -2.3236 0.0905
Ge: 1.9680 -2.4721 -1.8324
O: 0.0787 -2.1356 -1.7419
C: -0.9470 -2.6273 -2.6629
C: -0.6163 -2.1489 -4.0698
C: -2.2813 -2.0629 -2.2148
C: -0.9692 -4.1488 -2.6007
O: 1.9509 -0.5529 -1.6322
C: 3.1077 0.2600 -1.9947
C: 4.2429 0.0138 -1.0096
C: 2.6872 1.7172 -1.9639
C: 3.5439 -0.1144 -3.4077
H: 1.4902 -5.4312 1.4204
H: 0.2091 -4.3176 0.9094
H: 1.3711 -4.9393 -0.2736
H: 3.9268 -4.5746 1.5056
H: 3.7749 -4.1793 -0.2102
H: 4.2751 -2.9284 0.9457
H: 2.1337 -3.7277 3.1519
H: 2.7500 -2.1419 2.6699
H: 1.0055 -2.4815 2.5953
H: -0.5708 -1.0551 -4.0989
H: 0.3522 -2.5431 -4.3893
H: -1.3715 -2.4941 -4.7791
H: -2.2117 -0.9675 -2.1743
H: -3.0716 -2.3418 -2.9145
H: -2.5495 -2.4364 -1.2269
H: -0.0067 -4.5584 -2.9175
H: -1.1761 -4.4875 -1.5819
H: -1.7434 -4.5442 -3.2614
H: 3.9422 0.2974 0.0033
H: 4.5166 -1.0443 -0.9980
H: 5.1274 0.5889 -1.2882
H: 2.3776 1.9967 -0.9515
H: 3.5178 2.3586 -2.2636
H: 1.8507 1.8810 -2.6521
H: 3.9350 -1.1326 -3.4411
H: 2.6989 -0.0449 -4.0976
H: 4.3308 0.5588 -3.7503
C: 1.3483 0.4405 8.1455
C: 1.5440 0.4502 6.6508
C: 0.5530 0.9264 5.7912
C: 0.7437 0.9490 4.4157
C: 1.9416 0.4797 3.9027
C: 2.9462 -0.0053 4.7274
C: 2.7415 -0.0070 6.0969
S: 2.2481 0.5430 2.1690
C: 2.7970 2.2315 2.0368
O: 0.8121 0.5771 1.5339
H: 0.3835 0.8505 8.4360
H: 2.1330 1.0220 8.6318
H: 1.4305 -0.5723 8.5410
H: -0.3728 1.3083 6.2124
H: -0.0225 1.3361 3.7514
H: 3.8856 -0.3638 4.3128
H: 3.5275 -0.3603 6.7568
H: 2.0359 2.8754 2.4774
H: 2.9488 2.4586 0.9808
H: 3.7405 2.3183 2.5808
C: -0.5167 6.9927 2.6641
C: -0.6752 5.5656 2.1489
C: -2.0655 5.3044 1.5732
C: -2.1768 3.9484 0.8605
Ge: -0.8515 3.7802 -0.5600
C: -0.5236 5.2400 -1.8015
C: -0.5656 6.6562 -1.2007
C: -0.1883 7.7055 -2.2509
C: -1.2274 7.8490 -3.3686
H: 0.4849 7.1678 3.0586
H: -1.2357 7.1914 3.4617
H: -0.6950 7.7160 1.8641
H: -0.4841 4.8555 2.9634
H: 0.0848 5.3734 1.3747
H: -2.3253 6.1085 0.8856
H: -2.7989 5.3307 2.3822
H: -3.1753 3.8287 0.4246
H: -2.0129 3.1335 1.5639
H: 0.3691 2.9362 -0.1766
H: -1.2790 5.1540 -2.5873
H: 0.4576 5.0704 -2.2503
H: 0.1292 6.7330 -0.3583
H: -1.5693 6.8816 -0.8346
H: 0.7939 7.4726 -2.6723
H: -0.0795 8.6590 -1.7358
H: -1.1407 7.0582 -4.1187
H: -1.0923 8.7904 -3.8980
H: -2.2464 7.8335 -2.9692

Properties
M in g mol⁻¹: 959.2
Kohn-Sham gap (spin up / spin down) in eV: 7.22 / 4.99
Charge: +3
Multiplicity: 2
HOMO level (spin up / spin down) in eV: -16.21 / -16.20

Löwdin atomic charge list, values in e, 2 entries:
1 In 0.68
2 C -0.33